1.
C3H3Br2Cl | wB97M-V/def2-TZVPD

Properties
Charge: 0
HOMO in eV: -8.77
Kohn-Sham gap in eV: 7.878
Total energy in eV: -155762.38889

CARTESIAN COORDINATES (ANGSTROEM)
H1 0.91003 -0.20945 -2.99890
C1 0.04180 0.17076 -1.11554
C2 -1.12156 -0.64120 2.24045
Br1 -2.40672 0.57187 2.94384
H2 1.99333 0.28923 -1.65065
C3 0.93155 0.14825 -2.00849
Cl1 0.44794 0.49979 0.52615
Br2 0.21932 -1.09903 3.43604
H3 -1.01567 0.26978 -1.37289

Forces on the atoms, in the same order (eV/Å):
-0.9 0.2 -1.1
-3.8 1.2 1.7
-1.2 -0.7 -0.4
0.4 0.0 0.2
-1.1 -0.2 -0.5
5.7 -0.5 -1.0
0.4 0.6 -0.1
0.3 0.2 0.6
0.1 -0.7 0.6


2.
C3H3Br2F | wB97M-V/def2-TZVPD

Properties
Charge: 0
HOMO in eV: -9.52
Kohn-Sham gap in eV: 9.155
Total energy in eV: -145957.95077

CARTESIAN COORDINATES (ANGSTROEM)
Br1 -0.54096 -2.30071 0.57291
C1 0.02474 0.39551 -1.57962
Br2 -0.04868 2.65900 0.19485
H1 -0.54699 -0.43173 2.27469
C2 0.05204 -0.68856 1.37832
C3 -0.09688 0.85831 -0.31299
F1 1.33537 -0.68435 1.84845
H2 -0.09702 -0.75594 -1.80517
H3 -0.08163 0.94846 -2.57145

Forces on the atoms, in the same order (eV/Å):
0.4 0.2 0.2
-1.5 -1.6 0.1
-0.1 -0.3 0.1
-0.2 0.2 -1.1
0.3 2.3 -0.9
0.9 -2.6 -0.1
-0.8 -0.3 -1.1
0.6 2.2 0.9
0.4 -0.1 1.8


3.
C3H3Br2O2 | wB97M-V/def2-TZVPD

Properties
Charge: -1
HOMO (spin up / spin down) in eV: -4.85 / -4.85
Kohn-Sham gap (spin up / spin down) in eV: 7.316 / 7.318
Total energy in eV: -147339.84721

CARTESIAN COORDINATES (ANGSTROEM)
C1 0.05348 0.26760 0.12174
H1 0.01341 -0.13205 -0.99176
H2 0.35251 -0.49954 0.79014
C2 -1.38335 0.61622 0.41595
Br1 -3.21429 -1.43628 -0.44504
H3 0.61576 1.15130 0.23517
Br2 -2.08144 1.97595 -0.68390
O1 -1.98962 -0.02549 2.73073
C3 -1.51664 0.85384 2.07299
O2 -1.05685 1.97698 2.13455

Forces on the atoms, in the same order (eV/Å):
-2.4 -1.7 -3.6
0.7 0.8 2.2
0.4 -0.7 0.5
0.2 0.4 1.1
1.0 0.8 0.3
0.8 1.0 -0.1
-0.1 -0.3 -0.2
0.1 -0.4 1.1
-1.6 -1.0 -2.1
0.9 1.1 0.7


4.
C3H3Br3 | wB97M-V/def2-TZVPD

Properties
Multiplicity: 3
Charge: 0
HOMO (spin up / spin down) in eV: -8.37 / -9.56
Kohn-Sham gap (spin up / spin down) in eV: 8.959 / 7.344
Total energy in eV: -213281.65708
⟨S²⟩: 2.01

CARTESIAN COORDINATES (ANGSTROEM)
C1 1.56503 -3.15495 -1.23297
C2 -0.05936 -0.52966 -0.15509
C3 0.56763 -0.58031 1.01081
H1 0.04215 -0.62375 1.97173
H2 0.53263 -0.60749 -1.16443
Br1 0.16311 -2.84497 -2.34946
Br2 0.98449 -3.88757 0.34324
H3 -1.07251 -0.71278 -0.15233
Br3 2.46205 -0.43634 1.07651

Forces on the atoms, in the same order (eV/Å):
-1.0 -0.4 0.5
3.5 -0.5 -1.4
-0.1 0.6 -0.3
0.5 -0.1 -0.4
-1.4 0.7 2.3
0.0 0.1 -1.6
0.9 -0.5 0.8
-2.2 0.0 -0.3
-0.3 0.0 0.2